No. 1
25
Properties=species:S:1:pos:R:3:mulliken_charge:R:1 method="wB97M-V/def2-TZVPD" homo_lumo_gap_ev=8.03 total_charge=+2 spin_multiplicity=1 relative_energy_kcal_mol=0.0
C -3.83744 0.16897 0.58719 -0.2021
C -3.42231 1.41637 0.09551 -0.3914
C -1.81550 -0.72247 0.06380 0.5789
C -1.37981 0.54575 -0.34177 0.4513
C 2.75534 0.48662 0.18319 0.4564
C -0.88276 -1.88765 -0.10534 -0.6156
C 0.83604 -0.26828 -0.82809 -0.5862
N -3.03001 -0.87295 0.54903 -0.5503
N -2.18538 1.59047 -0.32551 -0.5899
N -0.10176 0.69004 -0.89155 -0.0186
N 3.88671 -0.15204 0.14118 -0.3212
N 2.62167 1.70050 0.63108 -0.3045
N 0.51320 -1.37660 0.09290 -0.0688
H -4.81615 0.00706 1.01337 0.4475
H -4.07116 2.28135 0.05781 0.4484
H -1.11419 -2.66627 0.62491 0.4287
H -0.97937 -2.31460 -1.10942 0.3229
H 1.36937 -0.54086 -1.73011 0.4110
H 0.00231 1.45153 -1.55642 0.3351
H 3.98898 -1.07943 -0.23866 0.2246
H 4.75820 0.28977 0.42772 0.2193
H 1.73345 2.18075 0.62138 0.2046
H 3.40615 2.24875 0.98284 0.2272
H 0.57329 -1.03486 1.06553 0.4631
H 1.19113 -2.14195 -0.01056 0.4295

No. 2
21
Properties=species:S:1:pos:R:3:mulliken_charge:R:1 method="wB97M-V/def2-TZVPD" homo_lumo_gap_ev=5.31 total_charge=-1 spin_multiplicity=1 smiles="C[C@H]1C=CN([O-])C1(C)C" relative_energy_kcal_mol=30.7
C 1.84430 -0.60320 -0.08405 -1.6567
C 0.33793 -0.79601 -0.43662 0.6478
C -0.33307 -1.98942 0.27382 -1.1245
C -1.65395 -1.70721 0.38529 -0.2700
N -2.05152 -0.47657 0.03445 0.0324
O -3.09572 0.27050 0.40924 -0.8389
C -0.62635 0.36430 -0.18343 0.7519
C -0.65169 1.47678 -1.12999 -1.6787
C -0.40674 0.84500 1.32396 -1.5016
H 2.44096 -1.21673 -0.75709 0.4209
H 1.96229 -0.76590 0.91552 0.4777
H 2.16663 0.48275 -0.25235 0.2626
H 0.27047 -0.86558 -1.52601 0.3946
H 0.01785 -2.96881 0.13755 0.2921
H -2.37056 -2.40535 0.72438 0.5312
H -1.44625 2.19516 -0.89734 0.3796
H -0.72976 1.23037 -2.17242 0.4454
H 0.27168 2.07153 -1.13582 0.2953
H 0.55269 1.32996 1.21362 0.3348
H -0.34943 -0.06766 1.85846 0.4385
H -1.39761 1.47425 1.63616 0.3656

No. 3
28
Properties=species:S:1:pos:R:3:mulliken_charge:R:1 method="wB97M-V/def2-TZVPD" homo_lumo_gap_ev=10.13 spin_multiplicity=1 smiles="NP(O)[C@@H]1COC(=O)O1.C[C@@H]1COC(=O)O1" relative_energy_kcal_mol=0.0
N 4.19946 -0.88323 -1.89381 -0.5560
P 2.79873 -0.04503 -2.38225 0.1252
O 2.70051 0.99568 -1.11972 -0.4564
C 1.53501 -1.31359 -1.85955 0.1171
C 0.97519 -2.13038 -3.03796 -0.5874
O -0.33680 -2.48365 -2.55565 -0.3344
C -0.56482 -1.80011 -1.41272 0.5739
O -1.39037 -2.07376 -0.59971 -0.4795
O 0.31288 -0.75145 -1.32962 -0.2939
H 4.66806 -1.25311 -2.71556 0.2890
H 4.01699 -1.65805 -1.26384 0.2969
H 1.88590 1.51708 -1.20310 0.3195
H 1.90126 -2.03264 -1.11312 0.3389
H 0.88099 -1.54039 -3.95629 0.3786
H 1.56032 -3.03986 -3.18541 0.2628
C -1.12041 -0.03469 1.97705 -1.3267
C -2.01847 1.01132 2.57872 0.5310
C -2.78932 1.86516 1.59540 -0.4136
O -2.96725 3.08560 2.32630 -0.3345
C -1.95195 3.18613 3.22011 0.6059
O -1.70838 4.15518 3.85915 -0.5241
O -1.25891 2.02445 3.27220 -0.3781
H -0.45785 -0.44594 2.73836 0.3859
H -1.71126 -0.84395 1.55432 0.4142
H -0.50012 0.38916 1.18670 0.2234
H -2.70083 0.56412 3.30754 0.2590
H -3.75562 1.45615 1.31376 0.3143
H -2.20292 2.07982 0.69873 0.2491

No. 4
25
Properties=species:S:1:pos:R:3:mulliken_charge:R:1 method="wB97M-V/def2-TZVPD" homo_lumo_gap_ev="6.40 / 6.44" total_charge=+3 spin_multiplicity=2
Re -0.40618 -0.36423 0.44143 0.3311
C 0.52169 -2.35622 -1.89754 -0.7791
C 1.50604 -1.21763 -2.09229 -0.4288
S 1.67386 -0.12340 -0.60244 0.0524
C 1.58312 1.55941 -1.30944 -0.7519
C 0.26267 1.84477 -1.99458 -0.4964
S -1.12961 1.42472 -0.86370 0.0621
C -2.36812 0.58803 -1.92216 -0.7914
C -1.84074 -0.67802 -2.57625 -0.4448
S -1.14112 -1.82118 -1.30562 0.0017
H 0.36917 -2.90865 -2.82819 0.4812
H 0.84064 -3.07745 -1.14141 0.4186
H 2.50614 -1.61200 -2.28543 0.5166
H 1.23348 -0.57188 -2.92520 0.3268
H 1.74920 2.20916 -0.44684 0.4204
H 2.43326 1.69088 -1.98380 0.4907
H 0.16979 2.91221 -2.20610 0.5050
H 0.12518 1.30193 -2.92724 0.3599
H -3.21301 0.40225 -1.25322 0.4548
H -2.71401 1.30475 -2.67251 0.4714
H -2.65571 -1.22170 -3.05845 0.5000
H -1.07194 -0.49438 -3.32522 0.3540
Se 0.06782 -0.16797 2.68652 0.8807
C 0.40329 0.40054 4.34544 0.1090
N 0.62322 0.74429 5.42915 -0.0441

No. 5
20
Properties=species:S:1:pos:R:3:mulliken_charge:R:1 method="wB97M-V/def2-TZVPD" homo_lumo_gap_ev=10.16 spin_multiplicity=1 smiles="C/C=C/CCCC=O" relative_energy_kcal_mol=53.2
C 2.91735 -1.96162 1.40159 -1.2741
C 1.81880 -1.46915 0.55855 0.0810
C 0.56708 -1.65816 0.78054 -0.1185
C -0.60788 -0.91529 0.25706 -0.6301
C -0.24954 -0.00730 -0.95382 -0.7775
C -0.46863 1.46724 -0.68465 -0.7618
C -1.78377 2.16003 -1.09939 -0.0460
O -2.59938 2.55337 -0.32658 -0.4451
H 2.86240 -3.08665 1.26165 0.2587
H 3.83227 -1.58996 1.15804 0.4081
H 2.82458 -1.67816 2.45286 0.2792
H 2.35694 -0.86496 -0.27041 0.1185
H 0.14427 -2.46750 1.50064 0.2188
H -1.26110 -1.68750 -0.14215 0.2868
H -1.16037 -0.36624 1.03380 0.4051
H 0.74437 -0.19128 -1.28068 0.4426
H -0.85285 -0.37245 -1.74275 0.4430
H 0.50788 1.97526 -1.07049 0.3237
H -0.40772 1.84060 0.31141 0.4176
H -1.95606 2.36748 -2.15859 0.3699

No. 6
20
Properties=species:S:1:pos:R:3:mulliken_charge:R:1 method="wB97M-V/def2-TZVPD" homo_lumo_gap_ev=9.79 spin_multiplicity=1 smiles="C=CC(C)=O.C=CC" relative_energy_kcal_mol=51.9
C 2.10077 -0.01567 0.17116 -1.0198
C 1.39928 0.22688 -0.97614 -0.1214
C 0.59092 1.44791 -1.22649 0.8576
C 0.23437 2.30057 -0.03022 -1.1888
O 0.12616 1.67638 -2.32406 -0.5741
H 2.17927 0.74884 0.93121 0.3399
H 3.00628 -0.60656 0.10497 0.2979
H 1.72430 -0.23194 -1.90581 0.3996
H -0.14281 1.67470 0.77857 0.3144
H 1.11867 2.82939 0.32358 0.3654
H -0.52971 3.02278 -0.30760 0.3443
C -0.25197 -1.47983 1.39852 -0.5572
C -0.92158 -1.35067 0.28849 0.2346
C -2.36539 -1.56455 -0.00388 -1.0582
H -0.65709 -1.78783 2.34556 0.3173
H 0.87713 -1.11632 1.28311 0.0869
H -0.26653 -0.91510 -0.56883 0.1135
H -2.91780 -1.88821 0.87704 0.3269
H -2.82454 -0.64835 -0.37937 0.2517
H -2.47976 -2.32240 -0.77982 0.2693

No. 7
20
Properties=species:S:1:pos:R:3:mulliken_charge:R:1 method="wB97M-V/def2-TZVPD" homo_lumo_gap_ev=8.69 spin_multiplicity=1 smiles="C=C/C=C/C=C/C.O" relative_energy_kcal_mol=34.2
C -0.15294 -3.13479 0.72408 -0.7477
C -0.69882 -2.26673 1.57648 -0.2221
C -0.72150 -0.81612 1.38686 -0.1711
C -0.59261 -0.20554 0.21519 -0.2043
C -0.50444 1.23613 0.09236 -0.2966
C -0.28819 1.86796 -1.06830 -0.2121
C -0.09166 3.34947 -1.22717 -1.1472
H 0.31844 -2.80685 -0.19573 0.1878
H -0.12201 -4.18422 0.96473 0.2607
H -1.18442 -2.68597 2.44672 0.3015
H -0.78723 -0.21709 2.28583 0.3181
H -0.47559 -0.80298 -0.67880 0.2650
H -0.62393 1.84185 0.99022 0.2807
H -0.26656 1.18877 -1.91794 0.4814
H 0.90174 3.66468 -0.90274 0.2429
H -0.28108 3.67076 -2.24684 0.3360
H -0.83308 3.83087 -0.57623 0.3111
O 2.11836 -0.51091 -1.01121 -0.5861
H 2.06670 0.39305 -1.34769 0.3136
H 2.92392 -0.89642 -1.36114 0.2884

No. 8
20
Properties=species:S:1:pos:R:3:mulliken_charge:R:1 method="wB97M-V/def2-TZVPD" homo_lumo_gap_ev=9.12 spin_multiplicity=1 smiles="C=CC(C=C)=CC.O" relative_energy_kcal_mol=45.4
C 2.08040 -1.08278 -0.35052 -0.8526
C 1.25807 -0.67566 0.62290 -0.3834
C 0.50871 0.58658 0.56179 0.7837
C 0.83936 1.70911 -0.33862 -0.4563
C 0.36178 1.94222 -1.54705 -0.5861
C -0.45862 0.73194 1.49206 -0.3549
C -1.52854 1.78678 1.40336 -1.0867
H 2.39648 -0.43543 -1.15673 0.3027
H 2.53793 -2.06008 -0.31229 0.2648
H 1.04008 -1.24813 1.51453 0.2587
H 1.58069 2.36811 0.11461 0.3264
H 0.62425 2.80337 -2.13995 0.3054
H -0.41459 1.30779 -1.96451 0.2655
H -0.57837 0.03884 2.31548 0.3175
H -2.36328 1.75950 2.09054 0.3584
H -1.00815 2.73432 1.64871 0.2813
H -1.88911 1.86023 0.38277 0.2574
O -1.25153 -4.63853 -1.36504 -0.6309
H -1.76538 -5.44824 -1.37097 0.3138
H -1.97017 -4.03993 -1.60108 0.3153

No. 9
20
Properties=species:S:1:pos:R:3:mulliken_charge:R:1 method="wB97M-V/def2-TZVPD" homo_lumo_gap_ev=9.51 spin_multiplicity=1 smiles="C=C/C=C(/C)C=C.O" relative_energy_kcal_mol=51.0
C 1.50121 1.32161 1.28221 -0.4838
C 2.03246 0.34223 0.57114 -0.4301
C 1.21400 -0.77047 0.02153 -0.4663
C 0.24418 -0.59896 -0.89089 0.9031
C -0.64184 -1.72613 -1.30736 -1.4460
C 0.09002 0.70514 -1.56953 -0.1217
C -1.05464 1.15599 -2.04623 -0.8283
H 0.45391 1.38965 1.56942 0.1198
H 1.91829 2.31302 1.45148 0.2722
H 3.07521 0.40055 0.26439 0.3022
H 1.53360 -1.76639 0.30785 0.3670
H -0.55968 -2.62179 -0.65711 0.3446
H -1.69599 -1.57232 -1.05186 0.3162
H -0.55242 -2.11779 -2.31807 0.3334
H 1.04186 1.20110 -1.72323 0.3407
H -2.02693 0.65852 -1.99171 0.2113
H -1.29178 2.06705 -2.58756 0.2696
O -2.32472 -0.28983 3.11740 -0.6394
H -1.89217 0.51372 2.77422 0.3239
H -2.33722 -0.96799 2.46231 0.3116

No. 10
20
Properties=species:S:1:pos:R:3:mulliken_charge:R:1 method="wB97M-V/def2-TZVPD" homo_lumo_gap_ev=9.61 spin_multiplicity=1 smiles="C=CC(=C)C.CC=O" relative_energy_kcal_mol=40.8
C -0.72987 -2.33224 -0.50948 -0.7062
C -0.42297 -1.10987 -0.95769 -0.5505
C -0.94623 0.17559 -0.34881 1.1084
C -1.04361 1.28574 -1.08756 -0.8915
C -1.63244 0.07341 0.98467 -1.5294
H -1.06177 -2.52174 0.49766 0.2411
H -0.53865 -3.19909 -1.12077 0.2694
H -0.15160 -0.99074 -1.99993 0.2598
H -1.50571 2.18071 -0.70006 0.3100
H -0.53282 1.38529 -2.03232 0.2823
H -1.03110 -0.50680 1.68306 0.3334
H -2.59230 -0.43168 0.88179 0.3947
H -1.79732 1.05774 1.41758 0.4027
C 1.90376 1.18266 0.90581 -0.9159
C 2.11081 0.11884 -0.12550 0.3135
O 2.99365 0.10107 -0.94017 -0.5204
H 1.68041 0.74754 1.87733 0.2965
H 2.77473 1.83293 0.94992 0.3428
H 1.04492 1.78688 0.61189 0.2239
H 1.47810 -0.83624 0.01258 0.3356

no.,maximum force (eV Å⁻¹),DFT total energy (eV)
1,2.68,-16376.1549
2,4.83,-10988.1964
3,0.93,-32565.8286
4,1.12,-108890.4052
5,4.55,-9498.5134
6,2.93,-9498.5658
7,0.85,-9499.3361
8,1.80,-9498.8516
9,2.24,-9498.6049
10,2.23,-9499.0506